# 1
Formula: C4H6O2
Source: OMol25
Level of theory: ωB97M-V/def2-TZVPD

Results
- Orbital gap: 0.3305 Ha
- E_LUMO: -0.9 eV
- Energy above the lowest of the compared OMol25 structures with the same formula, charge and spin: 881.7 kJ/mol

```
! wB97M-V def2-TZVPD RIJCOSX def2/J DEFGRID3
* xyz 0 1
O 0.696 0.698 2.155
O 2.437 0.283 -0.073
C 1.223 0.099 -0.186
C 0.287 0.516 0.983
C -1.230 0.527 0.692
C 0.561 -0.721 -1.324
H 1.106 -0.214 -2.486
H -1.761 0.093 1.938
H -1.654 1.765 0.298
H -1.056 -0.554 -1.203
H 0.912 -2.117 -0.670
H -1.523 -0.376 -0.125
*
```


# 2
Formula: C2H4O2S
Source: OMol25
Level of theory: ωB97M-V/def2-TZVPD

Results
- Orbital gap: 0.3428 Ha
- E_LUMO: -0.3 eV
- Energy above the lowest of the compared OMol25 structures with the same formula, charge and spin: 286.9 kJ/mol

```
! wB97M-V def2-TZVPD RIJCOSX def2/J DEFGRID3
* xyz 0 1
S 0.698 1.038 0.914
O 0.381 -1.688 0.627
O -0.669 1.192 1.400
C 0.849 1.445 -0.701
C -0.719 -1.716 0.170
H -0.894 -1.977 -0.935
H 1.906 1.340 -1.094
H -1.571 -1.386 0.841
H 0.018 1.753 -1.223
*
```


# 3
Formula: C10H25F2N5O5Pt
Source: OMol25
Level of theory: ωB97M-V/def2-TZVPD

Results
- Orbital gap (alpha / beta): 0.2718 / 0.2938 Ha
- E_LUMO (alpha / beta): 0.1 / 0.1 eV
- Energy above the lowest of the compared OMol25 structures with the same formula, charge and spin: 202.8 kJ/mol

```
! wB97M-V def2-TZVPD RIJCOSX def2/J DEFGRID3
* xyz 0 3
Pt -0.074 0.480 1.102
F 1.651 -0.111 2.320
F -1.246 2.110 1.952
O -1.050 -1.072 2.413
O -2.105 0.050 -0.212
O 5.019 2.547 0.541
O 0.644 -1.072 -0.242
O 0.587 1.746 -0.518
N -3.801 1.245 0.478
N -0.807 -2.233 -1.310
N 0.190 -2.617 3.215
N 4.584 0.627 1.615
N -0.618 3.646 -0.649
C 1.606 -2.651 -1.734
C 0.463 -2.040 -1.017
C -2.086 -3.228 2.747
C 0.163 2.737 -1.162
C -3.821 0.524 -1.851
C 3.600 0.992 -0.501
C -3.152 0.561 -0.477
C 4.436 1.460 0.578
C -0.941 -2.218 2.761
C 0.344 2.748 -2.652
H 0.307 -3.618 3.289
H 2.646 0.736 -0.039
H -0.024 1.873 -3.188
H 3.554 1.599 -1.405
H -0.463 4.540 -1.093
H -1.119 3.504 0.216
H -3.185 1.577 1.206
H 3.831 -0.036 1.729
H -4.802 0.099 -1.639
H -0.012 3.672 -3.107
H 1.710 -2.390 -2.787
H -3.059 -2.803 2.994
H 1.393 2.865 -2.924
H -3.419 -0.181 -2.579
H 5.246 0.886 2.333
H 3.977 -0.005 -0.726
H -4.043 1.495 -2.294
H -1.969 -3.737 1.790
H 2.562 -2.312 -1.333
H 0.932 -1.962 3.412
H -1.923 -3.868 3.613
H 1.402 -3.721 -1.720
H -1.548 -1.586 -1.084
H -4.522 1.848 0.107
H -1.054 -2.707 -2.168
*
```


# 4
Formula: C6H8CoO6
Source: OMol25
Level of theory: ωB97M-V/def2-TZVPD

Results
- Orbital gap (alpha / beta): 0.3579 / 0.2369 Ha
- E_LUMO (alpha / beta): -4.8 / -8.0 eV
- Energy above the lowest of the compared OMol25 structures with the same formula, charge and spin: 146.9 kJ/mol

```
! wB97M-V def2-TZVPD RIJCOSX def2/J DEFGRID3
* xyz 1 5
Co 0.673 1.789 0.565
O 1.191 -1.819 -0.070
O -0.507 0.367 1.381
O -0.400 1.761 -0.961
O -0.480 -2.661 1.080
O 2.342 0.964 0.550
O -1.837 -0.418 -0.279
C -0.020 -1.750 0.439
C -0.725 -0.382 0.410
C 1.778 -0.865 -0.990
C -1.711 1.705 -1.392
C -2.544 0.840 -0.457
C 2.825 0.026 -0.335
H 0.981 -0.282 -1.471
H -2.214 2.689 -1.445
H -2.694 1.311 0.521
H 2.245 -1.486 -1.765
H -3.501 0.563 -0.910
H 3.566 -0.639 0.154
H -1.735 1.241 -2.397
H 3.357 0.497 -1.189
*
```


# 5
Formula: C23H31BrCsN5O4
Source: OMol25
Level of theory: ωB97M-V/def2-TZVPD

Results
- Orbital gap: 0.2642 Ha
- E_LUMO: 0.0 eV

```
! wB97M-V def2-TZVPD RIJCOSX def2/J DEFGRID3
* xyz 0 1
Cs -1.295 0.746 -0.544
Br -1.345 -2.210 1.320
O 0.970 0.319 -2.650
O 0.951 4.455 0.655
O -1.036 2.885 0.823
O -0.108 -1.190 -3.879
N -3.355 -0.868 -2.731
N -2.939 2.120 -3.019
N 3.130 0.388 -4.059
N -0.639 0.614 2.483
N -0.252 1.858 2.779
C 2.736 -1.930 -4.635
C 1.335 5.990 2.404
C 0.012 -4.911 2.722
C -0.303 4.239 2.680
C 4.236 -1.645 -4.608
C -0.580 4.744 3.943
C -0.242 -0.346 3.226
C -0.150 -2.682 3.862
C 0.087 5.847 4.454
C -0.620 -6.911 3.898
C -3.223 1.199 -4.114
C -4.043 -0.009 -3.684
C -1.009 2.993 2.163
C -0.316 -4.137 3.836
C 0.869 -0.512 -3.686
C 4.310 -0.420 -3.702
C -0.934 -6.154 5.014
C 2.102 -0.523 -4.587
C -0.773 -4.778 4.987
C -0.492 -1.753 2.958
C -0.140 -6.287 2.755
C 1.053 6.464 3.673
C 0.661 4.880 1.896
H 4.237 -0.712 -2.651
H -4.330 -0.536 -4.607
H 1.768 -0.208 -5.577
H -2.455 -1.173 -3.091
H 2.077 6.468 1.778
H -3.771 1.673 -4.942
H -0.149 6.221 5.441
H -1.016 -4.192 5.865
H 0.404 -4.432 1.836
H -3.793 2.467 -2.598
H -4.974 0.337 -3.223
H 5.219 0.169 -3.817
H -2.433 2.930 -3.356
H 2.441 -2.501 -3.752
H 0.263 -2.278 4.782
H 4.822 -2.490 -4.250
H -2.036 2.978 2.587
H 4.594 -1.387 -5.608
H 0.097 1.994 3.726
H -3.903 -1.692 -2.524
H 0.252 3.753 0.445
H -1.348 4.257 4.537
H 0.125 -6.874 1.886
H -0.738 -7.987 3.920
H 2.410 -2.494 -5.506
H 3.372 1.097 -4.737
H -1.303 -6.633 5.911
H 1.588 7.328 4.047
H 0.337 -0.165 4.138
H -2.268 0.854 -4.522
H 1.853 0.755 -2.770
*
```


# 6
Formula: C24H29N5O2S
Source: OMol25
Level of theory: ωB97M-V/def2-TZVPD

Results
- Orbital gap: 0.3158 Ha
- E_LUMO: 0.7 eV
- Energy above the lowest of the compared OMol25 structures with the same formula, charge and spin: 94.2 kJ/mol
- SMILES: CCn1c(COc2ccccc2C)nnc1SCC(=O)N1CCN(c2ccccc2)CC1

```
! wB97M-V def2-TZVPD RIJCOSX def2/J DEFGRID3
* xyz 0 1
S -0.926 1.370 0.745
O 3.693 4.549 1.684
O -3.114 -0.229 0.573
N -2.957 -4.254 -1.930
N 2.472 2.274 -0.774
N 1.373 1.505 -0.706
N -2.751 -1.498 -1.252
N 1.207 3.077 0.825
C 4.203 5.269 4.257
C -4.688 -5.631 -2.894
C -3.751 -3.695 -0.855
C -3.135 -4.550 -4.357
C 0.622 1.983 0.253
C 5.285 3.011 4.538
C -4.852 -5.967 -5.267
C 5.392 1.449 2.731
C 5.667 1.774 4.045
C -1.042 0.092 -0.544
C 2.380 3.206 0.132
C 0.889 3.093 3.253
C -2.394 -0.564 -0.349
C 3.380 4.294 0.335
C 4.353 3.587 2.406
C 4.629 3.929 3.739
C -3.757 -5.141 -5.441
C -3.591 -4.776 -3.055
C -5.308 -6.209 -3.982
C 0.701 3.840 1.936
C -1.931 -2.036 -2.314
C -4.010 -2.201 -1.098
C 4.735 2.350 1.907
C -1.710 -3.538 -2.053
H -3.382 -4.942 -6.435
H -1.175 -3.649 -1.102
H 0.512 3.698 4.072
H -5.047 -5.865 -1.904
H -0.943 0.582 -1.512
H 1.232 4.793 1.959
H 3.118 5.357 4.230
H -3.198 -3.818 0.083
H 0.341 2.154 3.232
H -2.466 -1.904 -3.262
H -0.211 -0.599 -0.401
H 4.610 6.059 3.627
H 5.683 0.489 2.333
H -0.365 4.020 1.761
H 6.178 1.070 4.685
H -4.702 -4.213 -0.768
H -4.601 -2.077 -2.013
H -4.541 -1.755 -0.256
H -5.338 -6.421 -6.116
H 4.544 5.414 5.278
H -2.291 -3.904 -4.544
H 4.523 2.074 0.887
H 2.969 5.241 -0.035
H -6.153 -6.864 -3.822
H 5.500 3.270 5.565
H 4.272 4.047 -0.253
H -1.098 -3.982 -2.837
H -0.976 -1.519 -2.372
H 1.943 2.882 3.427
*
```


# 7
Formula: C22H17F2N3O3
Source: OMol25
Level of theory: ωB97M-V/def2-TZVPD

Results
- Orbital gap: 0.3253 Ha
- E_LUMO: 0.3 eV
- SMILES: CN(Cc1cccc2cnccc12)C(=O)c1cc(COc2ccc(F)cc2F)on1

```
! wB97M-V def2-TZVPD RIJCOSX def2/J DEFGRID3
* xyz 0 1
F 3.794 4.325 -0.104
F 3.635 -0.068 -1.701
O -0.555 -1.375 1.903
O 4.977 -0.963 0.760
O 2.453 -2.938 -0.955
N -7.448 0.957 0.189
N -1.575 -1.812 -0.056
N 1.111 -2.879 -0.818
C 4.518 -2.041 -0.023
C 4.710 2.613 1.237
C -5.155 1.511 -0.261
C -1.615 -2.202 -1.442
C 2.059 -1.564 0.727
C 4.632 0.317 0.449
C -2.861 -1.466 0.516
C -4.208 2.463 -0.690
C -4.732 0.217 0.148
C -3.348 -0.099 0.098
C -5.740 -0.668 0.591
C 4.980 1.272 1.409
C -6.538 1.797 -0.213
C -2.882 2.141 -0.704
C 4.071 3.022 0.080
C -2.459 0.863 -0.311
C -7.046 -0.258 0.590
C 3.710 2.116 -0.897
C 3.028 -2.149 -0.035
C -0.487 -1.730 0.736
C 0.849 -2.063 0.174
C 3.999 0.776 -0.705
H -1.402 0.639 -0.329
H -0.611 -2.333 -1.832
H -2.150 -3.149 -1.546
H -2.144 2.865 -1.017
H 2.156 -0.889 1.550
H 4.950 -2.928 0.454
H -7.840 -0.913 0.924
H -4.551 3.441 -0.994
H -2.749 -1.487 1.606
H -2.143 -1.438 -2.018
H -3.579 -2.235 0.216
H -6.892 2.773 -0.524
H 3.217 2.434 -1.801
H -5.492 -1.658 0.940
H 5.474 0.919 2.300
H 4.985 3.337 1.987
H 4.889 -1.992 -1.054
*
```


# 8
Formula: C3H9NO2
Source: OMol25
Level of theory: ωB97M-V/def2-TZVPD

Results
- Orbital gap: 0.3592 Ha
- E_LUMO: 0.7 eV
- Energy above the lowest of the compared OMol25 structures with the same formula, charge and spin: 251.8 kJ/mol
- SMILES: C=CO.NCO

```
! wB97M-V def2-TZVPD RIJCOSX def2/J DEFGRID3
* xyz 0 1
O 0.347 1.064 -1.522
O -1.081 -0.888 0.101
N 1.848 -0.465 -0.532
C -2.261 0.001 2.001
C 1.682 0.605 -1.514
C -1.691 -0.997 1.324
H -1.391 -1.901 1.836
H -0.897 0.053 -0.032
H -2.563 0.888 1.455
H 1.918 0.278 -2.532
H 0.954 -0.899 -0.333
H 2.541 -1.127 -0.846
H -2.165 0.031 3.077
H 0.349 1.996 -1.273
H 2.409 1.363 -1.210
*
```